No. 1
The following is a DFT calculation (ωB97M-V/def2-TZVPD) of C24H34B2NaO23 as an isolated structure at a distorted geometry.

The geometry in ORCA input format:
```
! wB97M-V def2-TZVPD RIJCOSX def2/J DEFGRID3
* xyz -1 1
Na 16.608 -24.043 -21.249
O 23.696 -26.042 -23.762
C 22.873 -25.249 -24.060
O 22.165 -24.481 -23.255
B 21.204 -23.692 -24.043
O 21.517 -23.954 -25.436
C 22.440 -24.915 -25.514
O 22.867 -25.392 -26.502
O 21.356 -22.261 -23.693
C 20.210 -21.783 -23.287
O 19.983 -20.657 -22.972
C 19.201 -22.964 -23.227
O 19.792 -24.029 -23.681
O 18.050 -22.840 -22.868
O 18.581 -30.922 -26.152
C 18.239 -29.789 -26.190
O 17.350 -29.202 -25.397
B 17.324 -27.751 -25.641
O 18.218 -27.534 -26.778
C 18.828 -28.678 -27.100
O 19.689 -28.818 -27.898
O 15.968 -27.253 -26.001
C 15.448 -26.610 -24.972
O 14.321 -26.200 -24.881
C 16.553 -26.486 -23.896
O 17.637 -27.054 -24.367
O 16.429 -25.920 -22.854
C 14.572 -23.741 -17.754
C 14.241 -24.264 -19.139
O 15.244 -25.151 -19.622
C 15.260 -26.434 -19.023
C 15.926 -27.382 -19.957
H 14.415 -24.488 -16.974
H 15.589 -23.352 -17.730
H 13.913 -22.910 -17.471
H 13.259 -24.757 -19.145
H 14.190 -23.462 -19.877
H 15.709 -26.354 -18.025
H 14.221 -26.750 -18.839
H 15.373 -27.478 -20.889
H 16.023 -28.369 -19.497
H 16.926 -27.046 -20.235
O 16.074 -21.571 -20.518
C 15.785 -20.413 -20.331
O 15.809 -19.443 -21.227
C 16.201 -19.732 -22.567
C 16.423 -18.461 -23.349
C 15.328 -19.911 -18.999
H 15.499 -20.391 -23.090
H 17.086 -20.361 -22.560
H 15.466 -17.972 -23.552
H 16.892 -18.753 -24.284
H 17.040 -17.748 -22.806
H 14.389 -19.362 -19.111
H 16.017 -19.160 -18.602
H 15.241 -20.708 -18.270
O 14.613 -23.339 -22.715
C 14.376 -22.663 -23.674
O 13.477 -21.675 -23.676
C 12.799 -21.358 -22.458
C 11.705 -20.363 -22.760
C 15.114 -22.790 -24.977
H 13.535 -20.952 -21.748
H 12.456 -22.247 -21.919
H 12.084 -19.462 -23.233
H 11.224 -20.096 -21.815
H 10.936 -20.830 -23.376
H 16.170 -22.699 -24.719
H 14.788 -22.016 -25.667
H 14.953 -23.765 -25.430
O 17.867 -24.254 -19.243
C 18.938 -23.889 -18.809
O 19.845 -24.724 -18.312
C 19.451 -26.114 -18.229
C 20.412 -26.806 -17.272
C 19.373 -22.450 -18.745
H 19.481 -26.586 -19.207
H 18.446 -26.161 -17.812
H 21.442 -26.698 -17.616
H 20.154 -27.866 -17.264
H 20.376 -26.372 -16.275
H 18.512 -21.805 -18.871
H 20.075 -22.287 -19.565
H 19.893 -22.293 -17.802
*
```

Computed properties:
gap between HOMO and LUMO = 8.292 eV
calculated total energy = -78318.7229 eV

***

No. 2
The following is a DFT calculation (ωB97M-V/def2-TZVPD) of C24H34BrN3O6S in the gas phase at a distorted geometry.

The geometry in ORCA input format:
```
! wB97M-V def2-TZVPD RIJCOSX def2/J DEFGRID3
* xyz 0 1
H -1.025 6.839 0.294
N -1.328 5.959 0.754
C -1.350 5.042 -0.206
C -1.756 3.539 0.045
C -0.535 2.448 0.094
C 0.527 2.996 1.111
Br -0.189 3.573 2.911
C 1.919 2.248 1.349
C 1.911 0.914 2.209
C -1.287 1.043 0.315
C -2.015 0.839 1.754
C -1.262 -0.029 2.841
O -0.721 0.439 3.870
O -1.353 -1.445 2.727
C -0.288 -2.182 3.286
C -0.690 -3.640 3.877
O 0.923 -1.903 3.324
C -0.657 -0.305 -0.286
C -1.936 -1.203 -0.747
C -2.320 -2.547 -0.024
C -3.574 -3.213 -0.620
C -4.395 -2.670 -1.797
N -3.992 -1.488 -2.461
C -2.851 -0.847 -1.941
C 0.435 -0.204 -1.454
C 0.513 -1.485 -2.429
C 1.161 -2.817 -1.882
C 1.176 -3.128 -0.329
N 1.741 -0.020 -0.810
C 2.808 0.011 -1.556
C 4.102 -0.760 -0.942
C 3.075 0.725 -2.951
O 0.007 0.868 -2.364
S 0.071 2.387 -1.700
O 1.412 3.061 -1.697
O -0.803 3.217 -2.634
H -1.017 5.403 -1.246
H -2.368 3.540 1.022
H -2.534 3.264 -0.766
H 0.911 4.006 0.688
H 2.551 2.115 0.392
H 2.548 3.004 1.966
H 1.712 1.161 3.300
H 2.986 0.485 2.177
H 1.248 0.111 1.760
H -2.222 1.191 -0.370
H -2.991 0.254 1.531
H -2.356 1.798 2.249
H 0.277 -4.250 3.987
H -1.263 -4.150 3.012
H -1.302 -3.573 4.833
H -0.177 -0.944 0.543
H -1.721 -2.987 0.828
H -3.925 -4.195 -0.142
H -5.335 -3.244 -2.126
H -2.540 0.120 -2.490
H 1.140 -1.153 -3.346
H -0.499 -1.748 -2.923
H 2.256 -2.865 -2.255
H 0.648 -3.709 -2.409
H 1.962 -3.963 -0.157
H 0.177 -3.634 -0.045
H 1.475 -2.285 0.371
H 3.815 -1.388 -0.021
H 4.813 0.075 -0.576
H 4.669 -1.352 -1.731
H 2.190 0.735 -3.668
H 3.911 0.122 -3.478
H 3.507 1.790 -2.844
*
```

Computed properties:
gap between HOMO and LUMO = 9.342 eV
calculated total energy = -123063.3659 eV
structure (SMILES) = [H]/N=C/C[C@@]1([C@@H](Br)CC)[C@H](CC(=O)OC(C)=O)[C@@H](c2cccnc2)[C@](CCC)(N=C(C)C)OS1(=O)=O

***

No. 3
The following is a DFT calculation (ωB97M-V/def2-TZVPD) of C24H34ClO6PSSi2 as an isolated structure at a distorted geometry.

The geometry in ORCA input format:
```
! wB97M-V def2-TZVPD RIJCOSX def2/J DEFGRID3
* xyz 0 1
C 3.908 0.042 -1.145
C 3.408 1.221 -1.960
O 4.083 1.789 -2.769
O 2.140 1.581 -1.642
C 1.322 2.012 -2.735
C 1.391 1.121 -3.964
C 0.961 -0.348 -3.682
Si -0.892 -0.534 -3.911
O -1.706 0.856 -3.408
Si -3.359 0.834 -3.757
C -4.274 1.702 -2.332
S -5.106 0.504 -1.273
O -4.215 0.199 -0.174
O -5.590 -0.603 -2.063
P -1.667 -2.301 -2.726
O -0.238 -2.709 -1.976
Cl -1.926 -3.749 -4.205
H 3.034 -0.528 -0.826
H 4.371 0.410 -0.230
H 4.596 -0.565 -1.719
H 1.523 3.044 -3.028
H 0.303 1.989 -2.351
H 2.363 1.139 -4.452
H 0.695 1.559 -4.687
H 1.299 -0.714 -2.714
H 1.419 -0.980 -4.448
H -1.251 -0.756 -5.331
H -3.773 -0.556 -3.971
H -3.553 1.624 -4.989
H -5.006 2.409 -2.728
H -3.604 2.246 -1.667
H -6.189 1.158 -0.758
H -0.470 -3.243 -1.213
C 0.355 -1.739 2.360
C 0.478 -0.477 1.794
C 1.459 0.393 2.248
C 2.322 -0.001 3.263
C 2.203 -1.265 3.824
C 1.216 -2.133 3.376
H -0.414 -2.416 2.011
H -0.192 -0.171 1.001
H 1.553 1.379 1.810
H 3.091 0.677 3.612
H 2.879 -1.574 4.612
H 1.119 -3.116 3.817
C 6.155 -1.048 1.830
C 6.711 -2.227 1.351
C 8.069 -2.292 1.073
C 8.874 -1.180 1.281
C 8.320 -0.002 1.763
C 6.961 0.064 2.036
H 5.095 -0.996 2.046
H 6.083 -3.095 1.193
H 8.501 -3.210 0.695
H 9.934 -1.232 1.067
H 8.948 0.864 1.927
H 6.528 0.984 2.409
C -8.759 1.403 3.617
C -8.532 0.218 2.930
C -7.294 -0.021 2.347
C -6.282 0.924 2.456
C -6.510 2.109 3.145
C -7.749 2.349 3.723
H -9.724 1.589 4.070
H -9.319 -0.521 2.850
H -7.117 -0.943 1.808
H -5.316 0.734 2.004
H -5.720 2.844 3.231
H -7.927 3.273 4.257
*
```

Computed properties:
gap between HOMO and LUMO = 8.987 eV
calculated total energy = -86128.6831 eV
energy above the lowest of the compared OMol25 structures with the same formula, charge and spin = 0.0 kcal/mol

***

No. 4
The following is a DFT calculation (ωB97M-V/def2-TZVPD) of C24H34DyNO4P2 as an isolated structure at a distorted geometry.

The geometry in ORCA input format:
```
! wB97M-V def2-TZVPD RIJCOSX def2/J DEFGRID3
* xyz 0 6
C -0.481 3.769 -2.460
C -0.634 2.443 -1.982
N 0.359 1.927 -1.150
C 1.275 2.774 -0.621
C 1.270 4.134 -0.881
C 0.405 4.633 -1.856
C -1.815 1.737 -2.329
P -2.141 0.041 -1.814
Dy -0.017 -0.174 -0.086
P 2.750 0.508 0.340
C 2.227 2.270 0.455
C 0.307 -2.739 -0.356
C -0.719 -3.395 0.317
C -0.681 -4.805 0.496
C 0.392 -5.546 -0.016
C 1.412 -4.889 -0.715
C 1.345 -3.484 -0.907
O -0.625 1.661 -5.886
O 0.470 -2.697 -5.132
H -1.153 4.091 -3.256
H 1.918 4.783 -0.291
H 0.403 5.697 -2.080
C -3.569 0.517 -0.765
C -2.848 -1.050 -3.134
H 3.165 2.846 0.480
H 1.757 2.393 1.450
H -0.884 1.158 -5.065
H -2.214 2.106 -3.291
C 3.127 0.084 2.047
C 4.367 0.627 -0.463
H -1.571 -2.842 0.732
H -1.482 -5.312 1.043
H 0.435 -6.630 0.132
H 2.261 -5.459 -1.110
H 2.151 -3.014 -1.477
H 1.557 -0.594 -1.437
H 0.021 -3.085 -4.370
H 0.710 -1.788 -4.860
H 0.293 1.265 -5.916
H 2.298 -0.632 -1.227
H -4.298 0.953 -1.459
H -4.013 -0.286 -0.160
H -3.196 1.316 -0.110
H -3.676 -0.562 -3.671
H -2.087 -1.349 -3.874
H -3.237 -1.986 -2.695
H 5.055 1.140 0.224
H 4.761 -0.375 -0.687
H 4.300 1.198 -1.400
H 4.009 0.659 2.360
H 2.272 0.313 2.698
H 3.340 -0.991 2.113
O -1.196 1.781 1.596
C -1.008 0.806 2.375
O -0.432 -0.321 2.003
C -1.304 0.622 3.770
C -1.082 -0.667 4.285
C -1.261 -0.847 5.638
C -1.643 0.248 6.430
C -1.849 1.520 5.869
C -1.669 1.716 4.514
H -0.769 -1.485 3.623
H -1.109 -1.838 6.052
H -1.793 0.094 7.496
H -2.157 2.359 6.475
H -1.796 2.657 3.977
*
```

Computed properties:
gap between HOMO and LUMO (spin up / spin down) = 5.951 / 6.766 eV
calculated total energy = -77777.4462 eV

***

No. 5
The following is a DFT calculation (ωB97M-V/def2-TZVPD) of C24H34MoN as an isolated structure at a distorted geometry.

The geometry in ORCA input format:
```
! wB97M-V def2-TZVPD RIJCOSX def2/J DEFGRID3
* xyz 1 3
C -2.103 0.905 1.286
C -2.157 -0.515 1.020
C -2.358 -0.692 -0.395
C -2.354 0.604 -1.018
C -2.225 1.593 0.024
Mo -0.379 0.362 -0.003
C 2.101 0.918 -1.593
C 1.941 1.371 -0.275
H 2.722 1.161 0.464
C 0.837 2.205 0.148
H 0.479 2.972 -0.545
H 0.832 2.537 1.194
C 3.363 0.265 -2.063
H 3.928 -0.224 -1.262
H 3.150 -0.487 -2.836
H 4.011 1.022 -2.530
C 1.271 1.528 -2.688
H 0.403 2.099 -2.329
H 1.894 2.215 -3.288
H 0.885 0.763 -3.383
C -2.026 -1.621 2.009
H -1.408 -1.325 2.864
H -3.006 -1.931 2.395
H -1.560 -2.500 1.548
C -2.609 -2.005 -1.047
H -1.887 -2.757 -0.710
H -3.611 -2.382 -0.806
H -2.533 -1.934 -2.133
C -2.592 0.899 -2.460
H -2.162 0.128 -3.104
H -3.667 0.946 -2.681
H -2.150 1.860 -2.745
C -2.284 3.073 -0.169
H -1.813 3.366 -1.116
H -3.324 3.426 -0.197
H -1.774 3.601 0.644
C -2.021 1.550 2.631
H -1.610 2.563 2.555
H -3.018 1.629 3.089
H -1.389 0.970 3.312
C 0.562 -1.194 -1.355
C 1.669 -1.718 -0.752
C 0.126 -1.671 -2.590
C 2.223 -2.925 -1.190
H 1.922 -1.213 0.199
C 0.753 -2.818 -3.113
H -0.670 -1.176 -3.140
C 1.758 -3.471 -2.392
H 2.994 -3.437 -0.602
H 0.418 -3.211 -4.077
H 2.165 -4.416 -2.759
C 1.915 -0.660 5.080
C 2.023 0.449 4.020
C 1.242 0.196 2.824
N 0.679 -0.067 1.837
H 0.874 -0.830 5.373
H 2.472 -0.379 5.978
H 2.334 -1.599 4.705
H 1.674 1.408 4.433
H 3.072 0.576 3.710
*
```

Computed properties:
gap between HOMO and LUMO (spin up / spin down) = 7.443 / 7.170 eV
calculated total energy = -28778.1125 eV

***

No. 6
The following is a DFT calculation (ωB97M-V/def2-TZVPD) of C24H34N2O4 as an isolated structure at a distorted geometry.

The geometry in ORCA input format:
```
! wB97M-V def2-TZVPD RIJCOSX def2/J DEFGRID3
* xyz 0 1
C -0.900 -2.253 -4.018
H -1.914 -2.585 -3.818
H -1.060 -2.083 -5.208
H -0.132 -3.095 -3.973
C -0.295 -1.041 -3.443
N -0.267 -1.303 -1.791
C -1.349 -1.001 -0.947
O -2.471 -0.823 -1.690
C -1.377 -1.399 0.327
C -2.153 -0.559 1.241
C -1.877 -1.212 2.646
C -0.799 -2.198 2.333
O -0.465 -2.110 0.869
C -0.065 -2.854 3.301
O 1.383 -2.362 3.147
C 2.252 -2.926 4.230
H 1.961 -2.779 5.126
H 2.355 -3.974 3.882
H 3.051 -2.537 3.920
H 0.000 -3.863 3.061
H -0.343 -2.852 4.232
H -2.163 -0.766 3.714
H -2.977 0.111 1.136
C 0.893 -1.796 -1.186
H 1.303 -2.684 -2.321
H 0.735 -2.442 -0.550
C 2.043 -0.572 -1.078
C 3.183 -1.362 -0.818
C 4.313 -0.087 -0.289
C 3.713 0.691 0.836
N 2.337 1.049 0.480
C 1.555 -0.010 0.140
H 0.440 0.492 0.083
H 1.555 -0.583 1.047
C 1.964 2.113 1.485
H 0.923 1.541 2.143
C 1.362 3.256 0.630
C 0.169 3.136 0.028
C -1.074 2.782 0.287
C -2.111 2.360 -0.459
C -1.807 2.466 -1.912
C -0.497 2.487 -2.132
C 0.618 2.821 -1.470
H 1.670 3.047 -1.875
H -0.211 2.210 -3.451
H -2.588 2.121 -2.793
O -3.285 2.431 -0.113
C -4.331 2.007 -0.979
H -4.647 2.441 -1.764
H -5.185 1.620 -0.118
H -4.123 0.814 -1.389
H -1.334 2.892 1.252
H 0.828 4.029 1.374
H 2.156 3.970 0.269
H 2.647 2.566 2.162
H 4.242 1.515 1.220
H 3.769 -0.095 1.615
H 4.380 0.561 -1.151
H 5.163 -0.562 -0.174
H 3.522 -1.507 -1.567
H 3.314 -1.970 -0.128
H 1.895 0.105 -1.812
H 0.500 -0.720 -3.686
H -1.110 -0.309 -3.241
*
```

Computed properties:
gap between HOMO and LUMO = 7.371 eV
calculated total energy = -36584.2092 eV
energy above the lowest of the compared OMol25 structures with the same formula, charge and spin = 658.5 kcal/mol

***

No. 7
The following is a DFT calculation (ωB97M-V/def2-TZVPD) of C24H34N4O2 in the gas phase.

The geometry in ORCA input format:
```
! wB97M-V def2-TZVPD RIJCOSX def2/J DEFGRID3
* xyz 0 1
C 2.930 4.376 2.510
C 2.915 3.136 1.627
C 4.174 3.056 0.756
N 4.152 1.897 -0.090
C 4.441 0.625 0.250
C 4.181 -0.166 -0.851
C 4.292 -1.656 -0.948
N 3.181 -2.392 -0.352
C 3.085 -2.208 1.083
C 2.068 -3.184 1.667
C 0.696 -2.957 1.032
O 0.266 -1.666 1.433
C -1.027 -1.288 1.275
C -1.305 0.039 1.616
C -2.586 0.537 1.522
C -3.623 -0.270 1.066
C -5.018 0.271 1.013
O -5.632 0.597 2.013
N -5.553 0.361 -0.224
C -4.831 0.205 -1.474
C -5.838 0.626 -2.547
C -6.753 1.600 -1.808
C -6.863 0.954 -0.432
C -3.351 -1.590 0.738
C -2.069 -2.101 0.839
C 0.837 -3.060 -0.490
C 1.910 -2.095 -0.985
C 3.720 0.746 -1.828
C 3.308 0.472 -3.232
N 3.711 1.977 -1.343
H 3.794 4.366 3.171
H 2.031 4.417 3.121
H 2.973 5.277 1.903
H 2.041 3.155 0.974
H 2.852 2.240 2.248
H 5.066 3.020 1.389
H 4.231 3.931 0.104
H 4.826 0.377 1.219
H 4.349 -1.953 -1.999
H 5.205 -1.993 -0.446
H 4.069 -2.399 1.521
H 2.776 -1.183 1.346
H 2.383 -4.207 1.463
H 2.000 -3.039 2.746
H -0.007 -3.716 1.405
H -0.492 0.658 1.963
H -2.792 1.559 1.803
H -4.493 -0.825 -1.612
H -3.947 0.855 -1.481
H -5.351 1.073 -3.411
H -6.412 -0.239 -2.880
H -7.721 1.720 -2.290
H -6.276 2.578 -1.727
H -7.076 1.654 0.377
H -7.630 0.171 -0.423
H -4.153 -2.240 0.418
H -1.900 -3.136 0.584
H 1.121 -4.083 -0.742
H -0.110 -2.826 -0.979
H 2.031 -2.211 -2.065
H 1.583 -1.060 -0.780
H 3.220 1.414 -3.766
H 2.345 -0.037 -3.260
H 4.043 -0.158 -3.730
*
```

Computed properties:
gap between HOMO and LUMO = 9.118 eV
calculated total energy = -35495.6841 eV
structure (SMILES) = CCCn1cc(CN2CCC(Oc3ccc(C(=O)N4CCCC4)cc3)CC2)c(C)n1
energy above the lowest of the compared OMol25 structures with the same formula, charge and spin = 52.2 kcal/mol